Record 1
Computed, not measured: one molecule with the formula C4H7NOS at a distorted geometry, with ωB97M-V with the def2-TZVPD basis set.

Computed properties:
* E_HOMO: -0.299 hartree
* SMILES: CO[C@@H]1CN1C=S
* lowest unoccupied orbital energy: 0.555 eV
* energy relative to the best compared isomer or geometry (same formula, charge and spin): 87.5 kcal per mole
* largest force on an atom: 3.80 eV/Å

Each line ends with the natural charge from an NBO analysis.
Cartesian coordinates (Å):
S1 -3.5335 -0.3337 0.1292  -0.21
O1 1.4663 0.1561 0.4847  -0.52
N1 -0.8139 0.3952 -0.0439  -0.44
C1 1.6568 -1.2178 0.4110  -0.27
C2 -1.8519 -0.4100 -0.2561  -0.02
C3 -0.4435 1.7795 0.2022  -0.22
C4 0.5977 0.8039 -0.3843  0.26
H1 -1.0475 2.4057 -0.4328  0.23
H2 0.7425 0.6956 -1.4867  0.20
H3 -0.2792 2.0380 1.2778  0.23
H4 -1.6271 -1.3323 -0.9467  0.20
H5 0.7966 -1.9093 0.7957  0.19
H6 1.6257 -1.6226 -0.6563  0.17
H7 2.7112 -1.4483 0.9061  0.22


Record 2
Computed, not measured: C8H8N as an isolated structure at a distorted geometry, with ωB97M-V with the def2-TZVPD basis set.

Computed properties:
* E_HOMO: -0.464 hartree
* total charge: +1
* lowest unoccupied orbital energy: -3.820 eV
* energy relative to the best compared isomer or geometry (same formula, charge and spin): 120.6 kcal per mole
* largest force on an atom: 3.41 eV/Å

Each line ends with the natural charge from an NBO analysis.
Cartesian coordinates (Å):
N1 0.9234 1.4020 -0.1389  -0.50
C1 -0.8261 -1.5674 0.5398  0.23
C2 -0.4420 -2.6605 1.2875  -0.21
C3 -0.0487 2.1493 -0.8568  -0.22
C4 0.0793 -0.1464 -0.5817  0.24
C5 0.8066 -2.1256 0.8014  0.03
C6 0.3144 -1.5131 -0.3739  -0.23
C7 0.5085 0.9000 -1.4443  -0.13
C8 -1.1143 -0.0830 0.2987  -0.47
H1 1.8377 1.8545 0.0870  0.44
H2 1.0911 0.9149 -2.4099  0.28
H3 -1.9615 -0.0068 -0.3617  0.27
H4 1.6905 -1.7689 1.4908  0.27
H5 0.2474 3.0870 -1.2996  0.25
H6 -1.3082 0.4957 1.1499  0.27
H7 -0.6696 -3.1191 2.2031  0.26
H8 -1.1285 2.1873 -0.3913  0.22


Record 3
Computed, not measured: a 2-piece molecular cluster, C5H10NO overall at a distorted geometry, with ωB97M-V with the def2-TZVPD basis set.

Computed properties:
* E_HOMO: -0.506 hartree
* total charge: +1
* lowest unoccupied orbital energy: -7.285 eV
* energy relative to the best compared isomer or geometry (same formula, charge and spin): 203.9 kcal per mole
* largest force on an atom: 3.71 eV/Å

Each line ends with the natural charge from an NBO analysis.
Cartesian coordinates (Å):
O1 0.7734 0.1130 2.8116  -0.47
N1 -1.5536 -1.0062 -0.7365  -0.79
C1 1.4770 -0.1202 1.8764  0.42
C2 -0.6616 0.0409 -0.7354  0.54
C3 -1.0792 1.3904 -0.8647  -0.52
C4 0.6961 -0.4074 -0.4518  -0.54
C5 1.1081 -1.1920 0.8604  -0.45
H1 2.4270 0.4170 1.6996  0.13
H2 1.4992 0.2849 -0.7332  0.26
H3 -2.3897 -0.8884 -1.3042  0.42
H4 -2.0786 3.3336 -1.2627  0.18
H5 -0.6647 1.9921 -0.0621  0.27
H6 -0.9157 1.8832 -1.8248  0.29
H7 -1.8865 -1.2462 0.1967  0.45
H8 0.2753 -1.7730 1.2404  0.24
H9 2.0158 -1.6810 0.5194  0.25
H10 0.9579 -1.1407 -1.2290  0.31


Record 4
Computed, not measured: an isolated ion of composition C6H6 and charge +1 at a distorted geometry, with ωB97M-V with the def2-TZVPD basis set.

Computed properties:
* E_HOMO (spin up / spin down): -0.538 / -0.575 hartree
* ⟨S²⟩: 0.869
* spin multiplicity: 2
* total charge: +1
* lowest unoccupied orbital energy (spin up / spin down): -7.280 / -7.647 eV
* energy relative to the best compared isomer or geometry (same formula, charge and spin): 149.0 kcal per mole
* largest force on an atom: 6.10 eV/Å

Each line ends with the Löwdin spin population.
Cartesian coordinates (Å):
C1 -0.4860 0.9359 -0.3642  0.14
C2 0.8863 1.2918 -0.6255  0.67
C3 -0.2706 -1.2211 0.7419  0.09
C4 0.7357 -1.2646 -0.2442  -0.19
C5 0.5977 -0.0360 -1.2258  0.10
C6 -1.0894 -0.0676 0.6752  0.12
H1 0.3182 -0.3530 -2.2468  0.01
H2 -0.3598 -1.9703 1.5832  0.00
H3 -1.2795 1.6317 -0.6299  0.02
H4 1.3228 -0.9106 0.5253  0.00
H5 -1.7500 0.2324 1.4985  0.00
H6 1.3745 1.7313 0.3122  0.03


Record 5
Computed, not measured: C45H64BFN4O20P3 as an isolated structure at a distorted geometry, with ωB97M-V with the def2-TZVPD basis set.

Computed properties:
* E_HOMO: -0.304 hartree
* total charge: +1
* lowest unoccupied orbital energy: -3.329 eV
* largest force on an atom: 4.93 eV/Å

Each line ends with the Löwdin charge.
Cartesian coordinates (Å):
P1 -0.9287 0.5911 -3.6669  0.89
P2 -2.4686 -1.7868 -4.1041  0.91
P3 -0.2273 0.6229 0.9533  0.81
F1 1.0547 0.7092 -1.2973  -0.06
O1 4.3852 7.4938 -1.2152  0.11
O2 -0.6275 2.0851 -2.9141  -0.31
O3 -6.7562 -4.9854 3.3001  0.10
O4 9.0110 2.1967 2.6060  0.13
O5 -1.6087 7.3422 -1.5641  0.10
O6 4.3079 -0.1838 3.0061  0.07
O7 6.1247 -1.2745 1.3235  0.10
O8 7.2273 3.2345 4.3458  0.10
O9 -0.4639 0.7095 -5.2815  -0.28
O10 3.1744 5.1701 -1.8708  0.10
O11 1.0017 6.8216 -1.1361  0.10
O12 -5.1471 -5.8415 8.2636  0.13
O13 -1.3831 -4.5480 -3.6711  0.05
O14 6.1872 5.7191 2.7352  0.11
O15 1.8159 11.0933 0.6340  0.12
O16 -0.8167 11.5817 0.2849  0.12
O17 4.3520 0.4928 -3.3362  -0.19
O18 -8.2698 -3.9770 5.3005  0.11
O19 -3.5928 -6.7743 6.2643  0.11
O20 5.0442 3.3658 2.0299  0.10
N1 -1.8275 -3.7043 1.6216  -0.10
N2 -2.5886 0.5741 -1.1886  0.00
N3 -1.0383 0.6028 2.3140  -0.29
N4 -1.1887 -1.9760 -0.0344  0.03
C1 -5.2375 -4.5705 -1.1682  -0.06
C2 -4.8653 -3.2034 0.8796  -0.09
C3 6.4401 -0.1658 2.0284  -0.22
C4 5.6882 0.0330 -3.0657  -0.10
C5 -0.1800 -0.9205 -2.7343  -0.37
C6 0.6154 7.9332 -0.8144  -0.29
C7 1.5012 8.9468 -0.2424  0.08
C8 1.0217 10.1432 0.1082  -0.22
C9 3.4718 -0.6368 -3.3404  -0.24
C10 5.4737 5.6319 1.5946  -0.22
C11 -1.7998 -2.2419 1.3134  -0.17
C12 -6.7583 -4.8701 6.8495  0.08
C13 0.5322 -4.1735 -2.0563  0.00
C14 -4.5626 -3.1966 -0.6542  -0.37
C15 -1.3008 9.4814 -0.6592  0.08
C16 5.7144 1.5539 3.7363  0.05
C17 -5.1194 -5.9073 4.7173  0.06
C18 -2.1590 -3.8592 3.0801  -0.09
C19 7.9455 1.6197 2.6914  -0.31
C20 -2.1570 -1.9753 -1.1976  -0.28
C21 5.3201 6.6842 0.7866  0.09
C22 4.5385 6.5658 -0.4446  -0.31
C23 -4.7289 -6.1118 5.9775  -0.23
C24 -6.3575 -5.1812 4.4334  -0.31
C25 3.9065 5.2487 -0.7503  -0.23
C26 4.0635 4.1951 0.0563  0.08
C27 -3.1466 -0.7802 -1.0924  -0.19
C28 -5.5320 -5.6167 7.1339  -0.31
C29 -1.3860 -2.0673 -2.6038  -0.32
C30 1.1161 -1.7485 0.7480  -0.13
C31 -0.0752 -0.9876 -0.0258  -0.35
C32 5.3929 0.3728 2.9438  -0.30
C33 2.0777 -0.2402 -3.9543  -0.16
C34 0.9778 -1.3862 -3.7442  -0.16
C35 6.9060 2.1383 3.6233  -0.25
C36 -3.0998 -3.2724 -1.1830  -0.12
C37 -4.2700 -2.0372 -4.1414  -0.28
C38 -1.8020 -2.3758 -5.7327  -0.26
C39 0.5715 -0.6153 -1.4060  -0.26
C40 7.6319 0.4201 1.9116  0.09
C41 1.5402 -1.4680 2.0455  0.03
C42 -0.4196 10.4883 -0.0645  -0.31
C43 -7.1467 -4.6629 5.5889  -0.23
C44 4.8636 4.3070 1.2738  -0.28
C45 -0.8200 8.2881 -1.0120  -0.23
B1 -0.7374 -3.5673 -2.8306  -0.46
H1 1.6900 -2.5346 0.1924  0.11
H2 -1.0239 6.5806 -1.7229  0.11
H3 -0.7042 -2.8850 -0.1420  0.14
H4 -4.5408 -5.4289 -1.0001  0.09
H5 3.6127 3.2351 -0.1556  0.13
H6 1.7812 0.7662 -3.5898  0.10
H7 -1.6559 -1.5723 -6.4988  0.05
H8 -2.8010 1.1569 -0.3840  0.07
H9 2.5426 8.6854 -0.1207  0.12
H10 5.7583 7.6482 1.0060  0.14
H11 -2.5615 -3.0727 -6.1821  0.05
H12 3.2156 6.0564 -2.2713  0.11
H13 4.9517 1.9236 4.4067  0.15
H14 -3.5397 -6.7884 7.2376  0.12
H15 -4.3152 -3.9516 1.4881  0.07
H16 1.5382 -1.1817 -1.4533  0.11
H17 8.1386 3.4623 4.0816  0.13
H18 1.1228 1.0249 1.2259  0.04
H19 -1.7792 1.2985 2.2497  -0.03
H20 -6.2308 -4.7339 -0.7037  0.08
H21 -3.3015 -3.6338 -2.2290  0.08
H22 -8.3274 -3.9693 4.3290  0.12
H23 6.3207 -0.0067 -3.9846  0.10
H24 -2.3396 9.7486 -0.7957  0.14
H25 -2.6650 -2.9625 3.4980  0.10
H26 1.0665 -4.8573 -2.7666  0.10
H27 1.2331 11.8559 0.8006  0.12
H28 2.2662 -0.1407 -5.0558  0.12
H29 -4.8087 -1.1032 -3.8105  0.05
H30 -0.8330 2.7655 -3.5718  0.05
H31 1.6317 -2.1932 -3.3243  0.10
H32 6.1530 4.8317 3.1421  0.09
H33 0.3754 1.1839 -5.4211  0.06
H34 -2.8687 -4.7245 3.1459  0.07
H35 -3.7030 -0.7663 -0.1139  0.12
H36 -5.4275 -4.4047 -2.2641  0.07
H37 1.2611 -3.4352 -1.6554  0.04
H38 -1.1361 -1.8738 2.1433  0.10
H39 -0.8529 -2.9639 -5.7034  0.04
H40 -4.5477 -6.2636 3.8714  0.12
H41 0.1347 -4.8482 -1.2460  0.09
H42 -5.2338 -2.4393 -1.1304  0.13
H43 -2.7494 -1.7225 1.5189  0.11
H44 5.2158 -1.4963 1.5864  0.10
H45 -2.9542 1.0708 -1.9985  0.06
H46 0.6192 -1.6306 -4.7601  0.10
H47 -2.5771 -4.1569 -0.7230  0.13
H48 5.6262 -1.0163 -2.6785  0.08
H49 2.5783 -1.1201 2.2587  0.05
H50 3.9264 -1.3630 -4.0722  0.14
H51 3.4056 -1.1280 -2.3385  0.12
H52 -1.2671 -4.1676 3.6807  0.10
H53 -5.9480 -3.4741 0.9944  0.08
H54 -1.9372 -5.0556 -3.0601  0.10
H55 -7.3227 -4.5015 7.6949  0.14
H56 6.1925 0.6737 -2.3034  0.09
H57 -4.7624 -2.8800 -3.5982  0.02
H58 -0.8703 -4.0695 1.5687  0.10
H59 8.3995 0.0417 1.2506  0.14
H60 -0.7439 1.6991 0.1580  0.03
H61 -4.8111 -2.1628 1.3057  0.08
H62 0.8496 -1.5847 2.9107  0.08
H63 -4.5906 -2.1554 -5.2111  0.06
H64 -3.9917 -0.8250 -1.8242  0.11


Record 6
Computed, not measured: a 7-piece molecular cluster, C7H27NO6 overall at a distorted geometry, with ωB97M-V with the def2-TZVPD basis set.

Computed properties:
* E_HOMO (spin up / spin down): -0.504 / -0.504 hartree
* ⟨S²⟩: 0.753
* spin multiplicity: 2
* total charge: +1
* lowest unoccupied orbital energy (spin up / spin down): -3.471 / -7.108 eV
* energy relative to the best compared isomer or geometry (same formula, charge and spin): 0.0 kcal per mole
* largest force on an atom: 3.02 eV/Å

Each line ends with the Löwdin spin population.
Cartesian coordinates (Å):
O1 -3.9596 0.6187 1.8931  0.00
O2 -1.9450 -2.0418 -2.8968  0.00
O3 2.0897 -0.4061 -3.1912  0.00
O4 3.8767 -0.3009 0.5959  0.00
O5 -1.5095 0.1976 3.5361  0.00
O6 0.9090 -4.3534 -0.1496  0.01
N1 0.0908 -1.8346 1.0563  0.19
C1 0.2876 -0.6946 0.3499  0.30
C2 1.3478 1.4923 -0.3366  0.05
C3 0.9850 0.4562 0.7074  0.29
C4 0.3291 1.6592 -1.4589  0.01
C5 -2.1630 1.7331 -1.0320  0.00
C6 -0.9045 2.5483 -1.4872  0.00
C7 1.4882 0.6714 2.0721  0.05
H1 0.6469 0.9085 2.7299  0.02
H2 0.7653 -1.8753 1.8246  0.00
H3 -0.8147 -1.8951 1.4700  0.02
H4 -3.1667 0.4823 2.4254  0.00
H5 3.3754 -0.9826 0.1261  0.00
H6 0.9340 1.8968 -2.3437  0.00
H7 -2.0176 1.3396 -0.0189  0.00
H8 4.7653 -0.6315 0.3960  0.00
H9 -1.0871 2.9139 -2.4897  0.00
H10 2.3559 1.2947 2.2595  0.00
H11 2.9559 -0.5671 -2.8335  0.00
H12 -2.7618 -2.5241 -3.0602  0.00
H13 0.1826 -4.7527 -0.6268  0.00
H14 -2.2452 0.7849 -1.5626  0.00
H15 1.4655 -1.1134 -3.0299  0.00
H16 2.2285 1.0701 -0.8277  0.02
H17 1.5616 2.3680 0.2715  0.00
H18 0.4572 -3.6641 0.3631  0.00
H19 -1.7102 -0.1881 4.3920  0.00
H20 1.7996 -0.2993 2.4870  0.01
H21 -1.3368 1.1399 3.5536  0.00
H22 -0.8761 3.2466 -0.6562  0.00
H23 -0.1485 -0.6528 -0.6410  0.01
H24 -4.0154 1.5625 1.7266  0.00
H25 -2.9982 2.4233 -1.0950  0.00
H26 0.0897 0.6868 -1.8979  0.00
H27 -1.3274 -2.7172 -2.6008  0.00